w | This record from the Open Molecules 2025 dataset describes a cluster of 2 separate species, C4H11NO in total. The level of theory is wB97M-V/def2-TZVPD.

Positions of all 17 atoms, in Å:
O -1.303 -1.854 3.581
N 1.223 0.199 -0.232
C -0.873 1.057 -1.388
C 0.213 0.087 -1.320
C 2.612 0.053 -0.621
C -2.070 0.953 -0.824
H 0.846 0.107 -2.226
H 3.216 -0.363 0.191
H 1.149 1.054 0.314
H -1.778 -1.372 2.928
H 2.705 -0.653 -1.449
H -0.506 2.072 -1.567
H -0.048 -0.984 -1.337
H -2.454 0.044 -0.379
H -2.709 1.818 -0.724
H 3.069 0.990 -0.960
H -0.697 -2.349 3.022

Summary:
SMILES: C=CCNC.O
Kohn-Sham gap, eV: 9.5
Total charge: 0

=====

x | This record from the Open Molecules 2025 dataset describes a structure of composition C4H11NO. The level of theory is wB97M-V/def2-TZVPD.

Positions of all 17 atoms, in Å:
O -1.181 0.051 -1.835
N 0.703 0.271 0.552
C -0.744 -0.313 0.581
C 1.493 -0.239 -0.495
C 1.276 0.024 1.847
C -1.632 0.336 -0.568
H 2.233 0.281 -0.788
H 2.075 0.328 1.810
H -2.380 -0.156 -0.317
H 0.653 0.701 2.477
H -1.410 1.435 -0.397
H 1.135 -0.169 -1.537
H -1.536 0.463 -2.488
H -1.007 -0.026 1.342
H -0.643 -1.449 0.646
H 1.286 -0.992 2.169
H 1.760 -1.566 -0.282

Summary:
Kohn-Sham gap, eV: 9.5
Total charge: 0

=====

Q: Which of them is the most stable? A: w.

=====

w | This record from the Open Molecules 2025 dataset describes a cluster of 2 separate species, C4H11NO in total. The level of theory is wB97M-V/def2-TZVPD.

Positions of all 17 atoms, in Å:
O 0.196 1.471 1.948
N -0.240 -1.100 0.174
C -0.229 -2.550 0.308
C 0.334 1.925 -0.905
C -0.372 0.823 -1.094
C 0.250 -0.581 -1.065
H -1.022 -2.967 -0.383
H -0.580 2.018 2.063
H 0.045 -1.285 -1.882
H -0.211 2.813 -0.443
H -0.565 -2.802 1.327
H 0.038 -0.610 0.992
H -1.510 0.806 -0.980
H 1.451 1.951 -0.984
H 0.483 1.659 1.039
H 0.768 -2.970 0.117
H 1.316 -0.379 -1.132

Summary:
SMILES: C=CCNC.O
Kohn-Sham gap, eV: 9.6
Total charge: 0

=====

x | This record from the Open Molecules 2025 dataset describes a cluster of 2 separate species, C4H11NO in total. The level of theory is wB97M-V/def2-TZVPD.

Positions of all 17 atoms, in Å:
O -2.970 -1.546 -1.610
N 0.839 -3.247 1.074
C -0.140 -1.195 -0.114
C -2.030 -0.364 -1.633
C -1.279 -0.237 -0.411
C -0.327 -2.425 0.793
H -2.664 0.452 -1.896
H -1.202 0.774 0.176
H 1.046 -3.737 0.205
H -2.871 -1.605 -0.616
H 6.771 10.253 2.398
H -1.198 -2.955 0.361
H 0.130 -1.565 -1.049
H 0.733 -0.701 0.317
H -1.410 -0.590 -2.475
H -0.679 -2.017 1.712
H 7.250 10.705 2.769

Summary:
Kohn-Sham gap, eV: 4.6
Total charge: 0

=====

Q: Which of them is the most stable? A: w.

=====

w | This record from the Open Molecules 2025 dataset describes an isolated molecule of C2H2O2. The level of theory is wB97M-V/def2-TZVPD.

Positions of all 6 atoms, in Å:
O 0.609 0.071 -1.762
O 0.312 0.093 0.509
C 0.057 0.529 -0.821
C -0.367 -0.965 0.922
H 0.044 -1.098 1.957
H -0.655 1.370 -0.805

Summary:
Kohn-Sham gap, eV: 9.6
Total charge: 0

=====

x | This record from the Open Molecules 2025 dataset describes an isolated molecule of C2H2O2. The level of theory is wB97M-V/def2-TZVPD.

Positions of all 6 atoms, in Å:
O -3.049 -2.197 -0.878
O -1.834 -1.867 -1.026
C -0.197 -0.125 -0.139
C -1.017 -1.126 -0.399
H 0.712 -0.214 0.432
H -0.531 0.898 -0.645

Summary:
Kohn-Sham gap (spin up / spin down), eV: 9.1 / 9.1
Total charge: 0

=====

y | This record from the Open Molecules 2025 dataset describes a structure of composition C2H2O2. The level of theory is wB97M-V/def2-TZVPD.

Positions of all 6 atoms, in Å:
O 0.509 -0.677 -1.491
O -1.124 -1.138 -0.546
C 0.019 -1.743 -0.971
C -0.636 0.107 -0.924
H 0.172 -0.042 -0.037
H -1.094 0.973 -1.473

Summary:
Kohn-Sham gap, eV: 10.5
Total charge: 0

=====

z | This record from the Open Molecules 2025 dataset describes an isolated molecule of C2H2O2. The level of theory is wB97M-V/def2-TZVPD.

Positions of all 6 atoms, in Å:
O 2.825 -0.095 0.016
O -0.627 -0.534 -0.064
C 0.391 0.385 -0.080
C 1.669 0.042 -0.122
H -0.547 -1.394 0.313
H -0.027 1.303 -0.290

Summary:
SMILES: O=C=CO
Kohn-Sham gap, eV: 8.7
Total charge: 0

=====

Q: Which of them is the most stable? A: z.

=====

w | This record from the Open Molecules 2025 dataset describes a structure of composition C5H2N2O. The level of theory is wB97M-V/def2-TZVPD.

Positions of all 10 atoms, in Å:
O -1.858 0.532 -1.396
N 1.026 -0.003 0.976
N -0.828 1.627 2.970
C -0.912 -0.042 -0.696
C -0.122 0.513 0.645
C 1.220 -0.640 -0.311
C 0.083 -0.824 -1.210
C -0.644 1.274 1.799
H 2.037 -1.286 -0.597
H -0.005 -1.151 -2.181

Summary:
Kohn-Sham gap, eV: 7.4
Total charge: 0

=====

x | This record from the Open Molecules 2025 dataset describes an isolated molecule of C5H2N2O. The level of theory is wB97M-V/def2-TZVPD.

Positions of all 10 atoms, in Å:
O 0.611 2.077 -0.184
N 1.507 -1.289 -0.112
N 0.068 -1.469 -0.197
C 0.705 0.914 0.056
C -1.705 0.062 0.088
C -0.362 -0.217 -0.142
C -3.070 -0.106 0.160
C 1.942 -0.169 0.360
H -4.077 -0.157 0.037
H 3.100 -0.056 0.461

Summary:
SMILES: C#CC1=NN=CC1=O
Kohn-Sham gap, eV: 7.8
Total charge: 0

=====

Q: Which of them is the most stable? A: w.